Computed, not measured: one molecule with the formula C2H3N3, with ωB97M-V/def2-TZVPD.

XYZ file:
```
8
Properties=species:S:1:pos:R:3:lowdin_charge:R:1
C -1.13394 -0.32128 -0.24870 -0.310
C 1.68883 -0.23757 0.05099 -0.100
N 0.27733 -0.30590 -0.05936 -0.083
N 1.15339 0.81789 0.43651 0.142
N -1.77317 0.72213 -0.01551 0.050
H -1.63755 -1.29301 -0.37230 0.112
H 2.60938 -0.92794 0.01192 0.149
H -1.18426 1.54569 0.19646 0.040
```

Calculated values
SMILES string ... [H]/N=C\N1C=N1
E_HOMO ... -8.2 eV
Max |F| ... 2.854 eV/Å
LUMO level ... 0.0210 Eh
ΔE to the lowest compared entry with this formula, charge and spin ... 4.9269 eV
Gap between HOMO and LUMO ... 8.82 eV
Calculated total energy ... -6587.64840 eV

=====

Computed, not measured: one molecule with the formula C2H3N3, with ωB97M-V/def2-TZVPD.

XYZ file:
```
8
Properties=species:S:1:pos:R:3:lowdin_charge:R:1
C -1.09685 0.20072 0.00050 -0.142
C 0.19662 0.70527 -0.01540 -0.124
H -1.97750 0.79121 0.01374 0.080
H 0.63281 1.68003 -0.05587 0.103
H 1.99849 -0.38681 0.11030 0.166
N 0.97966 -0.35778 -0.02361 -0.025
N 0.25236 -1.47940 -0.01686 -0.039
N -0.98559 -1.15325 -0.01280 -0.020
```

Calculated values
SMILES string ... c1c[nH]nn1
E_HOMO ... -9.8 eV
Max |F| ... 1.996 eV/Å
LUMO level ... 0.0304 Eh
ΔE to the lowest compared entry with this formula, charge and spin ... 0.8800 eV
Gap between HOMO and LUMO ... 10.67 eV
Calculated total energy ... -6591.69535 eV

=====

Computed, not measured: one molecule with the formula C2H3N3, with ωB97M-V/def2-TZVPD.

XYZ file:
```
8
Properties=species:S:1:pos:R:3:lowdin_charge:R:1
C -0.26365 -0.07241 -0.35853 -0.538
C 0.39091 -0.01602 0.91518 -0.156
H -0.05017 2.00475 -0.49554 0.106
H -0.75051 1.34734 -1.75464 0.071
H -0.95367 -1.11368 -1.75483 0.043
N -0.26571 1.13914 -0.95473 0.140
N -0.53153 -1.18589 -0.86379 0.158
N 0.93878 -0.19722 1.91354 0.177
```

Calculated values
SMILES string ... [H]/N=C(\N)C#N
E_HOMO ... -10.3 eV
Max |F| ... 2.749 eV/Å
LUMO level ... 0.0233 Eh
ΔE to the lowest compared entry with this formula, charge and spin ... 0.6496 eV
Gap between HOMO and LUMO ... 10.94 eV
Calculated total energy ... -6591.92572 eV

=====

Computed, not measured: one molecule with the formula C2H3N3O, with ωB97M-V/def2-TZVPD.

XYZ file:
```
9
Properties=species:S:1:pos:R:3:lowdin_charge:R:1
O 0.40438 1.43123 1.52365 0.067
C 0.19783 0.50573 0.57342 -0.414
N -1.00848 0.12753 0.22380 0.110
N -0.80041 -0.75487 -0.76311 -0.082
N 0.45252 -1.11143 -0.90115 -0.031
C 1.21238 -0.27378 -0.14554 -0.063
H -0.45592 1.75911 1.83092 0.119
H -1.52616 -1.38903 -1.04909 0.149
H 1.52386 -0.29450 -1.29291 0.146
```

Calculated values
SMILES string ... Oc1cn[nH]n1
E_HOMO ... -9.4 eV
Max |F| ... 2.914 eV/Å
LUMO level ... 0.0340 Eh
ΔE to the lowest compared entry with this formula, charge and spin ... 4.1221 eV
Gap between HOMO and LUMO ... 10.36 eV
Calculated total energy ... -8636.37244 eV

=====

Computed, not measured: a 2-piece molecular cluster, C2H3N3O overall, with ωB97M-V/def2-TZVPD.

XYZ file:
```
9
Properties=species:S:1:pos:R:3:lowdin_charge:R:1
O -1.84815 0.51230 1.35897 0.061
C -1.00903 -0.31218 0.77212 -0.211
N -0.74290 -0.56996 -0.39776 -0.095
N 0.13356 -0.66217 -1.29676 0.033
C 1.93603 0.39126 0.22913 -0.095
N 1.29444 0.75179 1.12113 0.070
H -2.15660 1.20756 0.75178 0.125
H -0.15608 -1.39587 -1.95027 0.059
H 2.54873 0.07727 -0.58834 0.052
```

Calculated values
E_HOMO (alpha / beta) ... -8.9 / -8.9 eV
Max |F| ... 1.148 eV/Å
LUMO level (alpha / beta) ... 0.0041 / 0.0042 Eh
ΔE to the lowest compared entry with this formula, charge and spin ... 4.5466 eV
Gap between HOMO and LUMO (alpha / beta) ... 9.03 / 9.03 eV
Calculated total energy ... -8635.94795 eV

=====

Computed, not measured: one molecule with the formula C2H3N3O, with ωB97M-V/def2-TZVPD.

XYZ file:
```
9
Properties=species:S:1:pos:R:3:lowdin_charge:R:1
C -0.27696 0.11060 0.63788 -0.504
C 0.73593 0.64861 -1.13833 -0.246
H -0.22924 -0.00981 2.62480 0.044
H -1.18401 -1.46577 -0.27361 0.147
H 1.39516 1.16163 -1.78599 0.126
N -0.65107 -0.28486 1.76039 0.142
N -0.50802 -0.74938 -0.39889 0.044
N 0.13081 -0.38873 -1.52858 0.103
O 0.58741 0.97772 0.10233 0.144
```

Calculated values
SMILES string ... [H]/N=c1/[nH]nco1
E_HOMO ... -8.5 eV
Max |F| ... 4.054 eV/Å
LUMO level ... 0.0333 Eh
ΔE to the lowest compared entry with this formula, charge and spin ... 1.8946 eV
Gap between HOMO and LUMO ... 9.45 eV
Calculated total energy ... -8638.59993 eV

=====

Computed, not measured: C2H3N3O as an isolated structure, with ωB97M-V/def2-TZVPD.

XYZ file:
```
9
Properties=species:S:1:pos:R:3:lowdin_charge:R:1
O -2.20200 -0.17788 -0.27717 0.139
C -0.90198 -0.13808 -0.09104 -0.460
N -0.03838 -1.08309 0.25360 0.142
N 2.19640 0.13076 0.18684 0.161
N 0.95958 0.08868 0.07946 -0.256
C -0.00411 0.96082 -0.25635 -0.027
H -2.54669 -1.07153 -0.13727 0.133
H 2.51888 -0.73747 0.61216 0.069
H 0.01828 2.02779 -0.37024 0.099
```

Calculated values
E_HOMO (alpha / beta) ... -8.2 / -8.2 eV
Max |F| ... 0.652 eV/Å
LUMO level (alpha / beta) ... 0.0099 / 0.0099 Eh
ΔE to the lowest compared entry with this formula, charge and spin ... 4.5800 eV
Gap between HOMO and LUMO (alpha / beta) ... 8.42 / 8.42 eV
Calculated total energy ... -8635.91450 eV

=====

Computed, not measured: a 2-piece molecular cluster, C2H3N3O overall, with ωB97M-V/def2-TZVPD.

XYZ file:
```
9
Properties=species:S:1:pos:R:3:lowdin_charge:R:1
O 2.34016 0.15773 0.09805 0.044
C 1.20892 0.27512 0.76905 -0.190
N 0.18089 0.88767 0.52231 -0.105
N -1.04667 1.04894 0.35428 0.056
C -1.24317 -1.61059 -0.52864 -0.100
N -0.13668 -1.91921 -0.64520 0.068
H 2.23841 0.45594 -0.81931 0.117
H -1.28313 1.99747 0.66313 0.062
H -2.25873 -1.29308 -0.41367 0.048
```

Calculated values
E_HOMO (alpha / beta) ... -9.1 / -9.1 eV
Max |F| ... 1.180 eV/Å
LUMO level (alpha / beta) ... 0.0019 / 0.0019 Eh
ΔE to the lowest compared entry with this formula, charge and spin ... 4.4371 eV
Gap between HOMO and LUMO (alpha / beta) ... 9.14 / 9.14 eV
Calculated total energy ... -8636.05746 eV

=====

Computed, not measured: one molecule with the formula C2H3N3O, with ωB97M-V/def2-TZVPD.

XYZ file:
```
9
Properties=species:S:1:pos:R:3:lowdin_charge:R:1
O 2.27025 -0.79127 0.00292 0.153
C 1.19942 -0.05678 -0.20780 -0.611
N 0.83328 1.11790 -0.37893 0.274
N -1.65546 0.88548 0.39601 0.095
C -1.24310 -0.24800 0.01703 -0.313
N -0.03520 -0.35390 -0.68944 0.106
H 3.02487 -0.17917 0.00400 0.138
H -2.58131 0.81609 0.80538 0.043
H -1.80658 -1.18795 0.04948 0.115
```

Calculated values
SMILES string ... [H]/N=C/N1N=C1O
E_HOMO ... -9.6 eV
Max |F| ... 0.694 eV/Å
LUMO level ... 0.0106 Eh
ΔE to the lowest compared entry with this formula, charge and spin ... 3.8794 eV
Gap between HOMO and LUMO ... 9.92 eV
Calculated total energy ... -8636.61510 eV

=====

Computed, not measured: one molecule with the formula C2H3N3O, with ωB97M-V/def2-TZVPD.

XYZ file:
```
9
Properties=species:S:1:pos:R:3:lowdin_charge:R:1
O 1.76382 0.22710 -1.09436 0.063
C 0.61762 0.15441 -0.35808 -0.439
N 0.08551 1.12709 0.33841 0.142
N -1.24003 0.38412 0.92062 -0.025
N -1.21650 -0.84522 0.52956 -0.016
C -0.18035 -1.05724 -0.24705 -0.092
H 2.10824 1.13001 -1.00095 0.115
H -1.81880 0.94095 1.57051 0.147
H -0.11952 -2.06123 -0.65865 0.104
```

Calculated values
SMILES string ... Oc1cn[nH]n1
E_HOMO ... -9.5 eV
Max |F| ... 5.915 eV/Å
LUMO level ... 0.0308 Eh
ΔE to the lowest compared entry with this formula, charge and spin ... 2.2421 eV
Gap between HOMO and LUMO ... 10.36 eV
Calculated total energy ... -8638.25243 eV